1.
Below is a cluster of 17 separate species, C44H82O37S7 in total in a non-equilibrium geometry, with properties calculated with wB97M-V/def2-TZVPD.

ORCA input file:
```
! wB97M-V def2-TZVPD RIJCOSX def2/J DEFGRID3
* xyz 0 1
C 22.753 19.452 -15.470
C 22.577 17.911 -15.623
O 23.921 17.493 -15.713
C 24.805 18.532 -15.804
O 26.008 18.431 -16.072
O 24.176 19.622 -15.737
H 22.577 19.711 -14.426
H 22.007 19.937 -16.099
H 22.107 17.651 -16.572
H 22.104 17.246 -14.901
C 25.769 15.343 -10.433
C 26.460 15.675 -11.742
O 26.292 17.028 -11.747
C 25.251 17.384 -10.985
O 24.894 18.556 -10.844
O 24.889 16.380 -10.259
H 26.375 15.261 -9.531
H 25.398 14.319 -10.489
H 25.873 15.201 -12.529
H 27.522 15.438 -11.793
C 19.774 17.954 -11.122
C 20.721 17.719 -9.966
O 21.866 17.092 -10.583
C 21.484 16.606 -11.805
O 22.211 16.019 -12.597
O 20.323 17.074 -12.100
H 19.739 18.986 -11.473
H 18.776 17.710 -10.758
H 20.348 17.086 -9.160
H 21.165 18.667 -9.664
C 17.815 26.789 -13.779
C 16.531 26.348 -14.407
O 16.956 25.319 -15.235
C 18.300 25.287 -15.324
O 19.001 24.536 -15.993
O 18.793 26.242 -14.619
H 17.815 26.382 -12.768
H 17.853 27.877 -13.831
H 16.022 27.205 -14.847
H 15.833 25.989 -13.650
C 24.350 29.933 -10.934
C 25.256 29.856 -12.116
O 24.873 28.657 -12.662
C 24.330 27.873 -11.744
O 24.226 26.672 -11.845
O 24.102 28.584 -10.676
H 23.507 30.593 -11.134
H 24.838 30.344 -10.050
H 26.287 29.907 -11.765
H 25.050 30.613 -12.872
C 16.076 20.195 -7.425
C 17.121 20.626 -8.480
O 17.738 19.379 -8.647
C 17.456 18.505 -7.652
O 17.926 17.383 -7.550
O 16.641 19.073 -6.795
H 15.079 19.989 -7.814
H 16.055 21.006 -6.697
H 17.894 21.282 -8.080
H 16.896 21.062 -9.453
C 20.606 19.097 -3.881
C 19.818 18.828 -5.170
O 20.380 19.754 -6.132
C 21.138 20.669 -5.522
O 21.721 21.587 -6.143
O 21.305 20.338 -4.186
H 21.215 18.202 -3.762
H 19.965 19.021 -3.003
H 18.771 19.115 -5.069
H 19.898 17.816 -5.566
C 18.875 21.574 -15.013
C 18.712 20.991 -13.623
O 18.629 19.609 -13.943
C 18.774 19.365 -15.256
O 18.775 18.288 -15.827
O 19.093 20.516 -15.884
H 19.644 22.340 -15.110
H 17.883 21.996 -15.178
H 17.834 21.344 -13.082
H 19.573 21.176 -12.981
C 24.452 19.607 -7.266
C 23.527 18.563 -7.851
O 23.220 17.643 -6.826
C 23.871 18.029 -5.696
O 23.778 17.457 -4.601
O 24.570 19.169 -5.952
H 24.000 20.599 -7.271
H 25.393 19.717 -7.805
H 24.003 17.956 -8.621
H 22.575 18.991 -8.166
C 20.824 26.600 -11.441
C 21.187 27.145 -10.101
O 20.672 28.460 -10.275
C 20.459 28.786 -11.642
O 20.205 29.848 -12.153
O 20.796 27.666 -12.323
H 19.978 25.928 -11.296
H 21.667 26.038 -11.842
H 22.208 26.948 -9.774
H 20.620 26.566 -9.372
C 18.696 24.506 -8.464
S 17.205 24.111 -7.309
O 16.189 23.089 -7.916
C 18.321 23.299 -6.047
H 19.378 23.657 -8.412
H 19.127 25.464 -8.173
H 18.315 24.601 -9.480
H 19.109 23.877 -5.564
H 18.711 22.395 -6.514
H 17.747 22.692 -5.347
C 24.635 22.884 -14.536
S 23.111 23.243 -15.512
O 22.128 22.478 -14.639
C 22.815 24.871 -14.722
H 25.208 23.807 -14.616
H 25.191 22.021 -14.903
H 24.344 22.770 -13.492
H 21.867 25.262 -15.092
H 23.573 25.536 -15.136
H 22.795 24.825 -13.633
C 26.680 23.052 -9.912
S 25.318 23.972 -9.065
O 25.567 24.047 -7.552
C 26.072 25.527 -9.533
H 26.751 23.077 -11.000
H 26.557 21.969 -9.889
H 27.702 23.239 -9.581
H 27.068 25.586 -9.095
H 25.532 26.410 -9.189
H 26.196 25.651 -10.609
C 29.555 18.760 -12.220
S 28.228 19.902 -11.648
O 28.870 21.289 -11.615
C 27.186 19.825 -13.154
H 29.080 17.877 -12.647
H 30.181 18.484 -11.371
H 30.156 19.051 -13.081
H 26.293 20.443 -13.065
H 26.938 18.770 -13.272
H 27.766 20.060 -14.047
C 22.965 24.421 -5.367
S 22.890 25.392 -6.916
O 21.449 25.838 -7.063
C 24.011 26.835 -6.529
H 23.852 23.792 -5.441
H 22.038 23.848 -5.335
H 22.837 25.060 -4.493
H 23.743 27.287 -5.574
H 23.862 27.521 -7.363
H 25.046 26.501 -6.455
C 22.807 21.245 -11.728
S 22.024 22.718 -10.900
O 20.503 22.724 -11.155
C 22.185 22.040 -9.141
H 23.887 21.350 -11.832
H 22.422 21.087 -12.735
H 22.429 20.373 -11.196
H 23.136 21.520 -9.032
H 21.329 21.437 -8.837
H 22.189 22.965 -8.564
C 24.472 20.423 -3.002
S 25.416 22.098 -2.857
O 26.714 21.844 -2.080
C 26.027 21.992 -4.588
H 24.281 20.019 -2.008
H 25.012 19.751 -3.670
H 23.529 20.555 -3.533
H 26.763 22.775 -4.770
H 25.225 22.065 -5.322
H 26.586 21.094 -4.851
*
```

Calculated values
- energy above the lowest of the compared OMol25 structures with the same formula, charge and spin (kcal/mol) = 0.0
- frontier orbital gap (Ha) = 0.32405
- HOMO energy (eV) = -8.7
- molar mass (g/mol) = 1427.57

Löwdin population analysis, charges in e, atoms 1 to 8:
1 C -0.04
2 C -0.10
3 O 0.04
4 C -0.60
5 O 0.09
6 O 0.09
7 H 0.11
8 H 0.13

2.
Below is a cluster of 3 separate species, C44H85N6O8 in total in a non-equilibrium geometry, with properties calculated with wB97M-V/def2-TZVPD.

ORCA input file:
```
! wB97M-V def2-TZVPD RIJCOSX def2/J DEFGRID3
* xyz 1 3
C -2.883 3.318 -3.099
C -1.704 3.649 -2.583
C -0.424 2.842 -2.748
N -0.352 2.315 -4.114
N -0.373 1.627 -1.891
C -0.421 1.894 -0.416
C 0.277 0.697 0.298
C 1.759 0.793 0.636
C 2.727 0.566 -0.538
C 3.916 -0.340 -0.156
C -1.863 2.027 0.117
C -2.868 1.051 -0.472
O -2.443 -0.306 -0.475
C -3.444 -1.202 -0.077
O -3.974 -1.891 -0.917
C -3.823 -1.293 1.381
C -2.751 -0.838 2.366
C 0.260 3.246 -0.167
N 1.358 3.544 -1.075
C 1.894 4.868 -0.721
C 2.510 4.956 0.684
C 1.561 5.560 1.744
C 1.401 4.691 3.007
C -0.051 4.397 3.345
C -0.297 3.775 4.743
C 0.907 3.132 5.418
C 1.260 1.786 4.831
O 2.192 1.163 5.709
C 2.537 -0.126 5.469
C 2.322 -0.723 4.100
O 3.060 -0.779 6.364
C 0.851 3.678 -2.472
C 1.975 3.372 -3.427
O 2.353 2.005 -3.306
N 2.712 1.491 -4.582
O 2.785 0.339 -4.555
H -3.750 3.922 -2.906
H -2.991 2.458 -3.740
H -1.622 4.572 -2.030
H -0.410 3.074 -4.774
H -1.097 1.653 -4.282
H -1.083 0.959 -2.202
H 0.535 1.187 -2.098
H 0.096 -0.195 -0.294
H -0.252 0.540 1.225
H 2.013 1.691 1.189
H 1.950 -0.029 1.319
H 3.092 1.520 -0.880
H 2.194 0.043 -1.326
H 3.878 -1.290 -0.670
H 4.840 0.159 -0.420
H 3.948 -0.516 0.913
H -2.252 3.017 -0.097
H -1.818 1.959 1.195
H -3.132 1.384 -1.473
H -3.790 1.128 0.100
H -4.025 -2.338 1.557
H -4.715 -0.699 1.531
H -2.937 -1.320 3.317
H -2.796 0.233 2.514
H -1.762 -1.134 2.042
H -0.486 4.042 -0.250
H 0.559 3.224 0.872
H 1.110 5.627 -0.789
H 2.656 5.151 -1.436
H 2.884 4.000 1.027
H 3.343 5.641 0.605
H 0.567 5.685 1.323
H 1.884 6.557 2.010
H 1.902 3.745 2.820
H 1.846 5.183 3.860
H -0.606 5.330 3.308
H -0.510 3.762 2.591
H -0.763 4.511 5.382
H -1.041 2.993 4.613
H 0.624 2.940 6.449
H 1.778 3.773 5.464
H 0.350 1.202 4.712
H 1.684 1.941 3.837
H 2.417 0.043 3.339
H 1.382 -1.241 4.001
H 3.118 -1.434 3.938
H 0.565 4.711 -2.677
H 2.827 3.986 -3.154
H 1.731 3.652 -4.441
C -1.279 -3.230 -8.245
C -2.053 -1.898 -8.403
C -2.010 -1.434 -9.862
C -0.670 -0.832 -10.290
C -0.228 0.254 -9.311
C -0.192 -0.239 -7.866
N -1.490 -0.864 -7.481
O -2.367 0.055 -7.238
C 0.975 -1.225 -7.685
C 0.107 0.921 -6.930
C -3.500 -2.203 -8.031
H -0.819 -3.308 -7.260
H -1.950 -4.082 -8.341
H -0.502 -3.363 -8.997
H -2.791 -0.684 -10.024
H -2.256 -2.278 -10.507
H 0.093 -1.610 -10.372
H -0.770 -0.401 -11.287
H 0.760 0.628 -9.588
H -0.914 1.103 -9.392
H 0.972 -1.652 -6.682
H 1.922 -0.701 -7.819
H 0.974 -2.041 -8.401
H -0.608 1.736 -7.044
H 1.096 1.325 -7.139
H 0.095 0.586 -5.895
H -3.585 -2.498 -6.984
H -3.863 -3.024 -8.647
H -4.158 -1.353 -8.202
C 0.013 -6.969 6.722
C -0.881 -5.717 6.537
C -0.717 -5.157 5.122
C 0.586 -4.389 4.901
C 0.785 -3.331 5.988
C 0.706 -3.909 7.395
N -0.552 -4.693 7.573
O -1.551 -3.889 7.734
C 1.948 -4.777 7.666
C 0.778 -2.782 8.418
C -2.318 -6.195 6.706
H 0.357 -7.060 7.751
H -0.543 -7.879 6.499
H 0.885 -6.971 6.068
H -1.555 -4.485 4.904
H -0.789 -5.979 4.406
H 1.437 -5.074 4.874
H 0.558 -3.904 3.920
H 1.750 -2.843 5.854
H 0.021 -2.552 5.867
H 1.872 -5.265 8.638
H 2.837 -4.147 7.677
H 2.124 -5.544 6.915
H 0.001 -2.035 8.264
H 1.739 -2.277 8.332
H 0.686 -3.170 9.433
H -2.494 -6.564 7.717
H -2.511 -7.009 6.008
H -3.041 -5.409 6.498
*
```

Calculated values
- <S²> = 2.008
- frontier orbital gap (spin up / spin down) (Ha) = 0.26550 / 0.29898
- HOMO energy (spin up / spin down) (eV) = -9.6 / -10.5
- molar mass (g/mol) = 826.20

Löwdin population analysis, charges in e, atoms 1 to 8:
1 C 0.06
2 C -0.09
3 C -0.39
4 N 0.12
5 N 0.21
6 C -0.32
7 C -0.10
8 C -0.18

3.
Below is a structure of composition C44H88CuF6N4O8 in a non-equilibrium geometry, with properties calculated with wB97M-V/def2-TZVPD.

ORCA input file:
```
! wB97M-V def2-TZVPD RIJCOSX def2/J DEFGRID3
* xyz 0 2
Cu 5.385 -4.005 22.712
C 6.318 -4.185 25.430
O 6.992 -5.334 25.061
O 5.667 -3.589 24.412
C 5.330 -4.643 26.496
F 5.905 -4.856 27.731
F 4.460 -3.584 26.697
F 4.649 -5.749 26.138
C 8.133 -5.235 24.291
C 8.838 -6.567 24.198
H 9.710 -6.439 23.554
H 9.252 -6.955 25.123
H 8.226 -7.311 23.665
H 8.794 -4.492 24.761
H 7.942 -4.920 23.246
H 6.903 -3.398 25.966
C 6.692 -2.555 20.788
O 6.842 -1.958 22.000
O 6.055 -3.726 21.002
C 5.939 -1.541 19.945
F 5.802 -1.761 18.608
F 4.696 -1.270 20.282
F 6.715 -0.399 19.990
C 8.121 -1.560 22.365
C 8.220 -1.469 23.939
H 9.142 -1.085 24.253
H 7.406 -0.769 24.258
H 8.022 -2.441 24.250
H 8.398 -0.537 21.865
H 8.830 -2.394 22.127
H 7.684 -2.745 20.243
C 4.418 0.224 25.624
C 3.077 0.180 24.898
C 2.167 1.265 25.514
C 2.605 2.620 24.975
C 2.407 2.586 23.454
C 3.259 1.588 22.734
N 3.039 0.322 23.452
O 3.672 -0.706 22.785
C 2.805 1.260 21.260
C 4.683 2.144 22.642
C 2.474 -1.217 25.237
H 5.132 -0.489 25.187
H 4.281 -0.044 26.690
H 4.892 1.205 25.633
H 1.055 1.125 25.323
H 2.240 1.303 26.599
H 3.653 2.761 25.207
H 2.026 3.423 25.418
H 2.523 3.547 23.015
H 1.292 2.421 23.351
H 2.509 2.221 20.854
H 3.690 0.887 20.749
H 1.982 0.576 21.277
H 4.655 3.055 22.123
H 5.040 2.393 23.675
H 5.431 1.544 22.170
H 3.127 -2.004 24.981
H 1.478 -1.391 24.897
H 2.404 -1.320 26.309
H 4.653 -0.586 22.782
C 10.389 -5.688 17.284
C 9.639 -5.061 18.523
C 10.367 -5.206 19.859
C 11.614 -4.240 19.859
C 11.217 -2.834 19.700
C 10.409 -2.571 18.441
N 9.282 -3.590 18.386
O 8.655 -3.381 17.123
C 9.803 -1.177 18.625
C 11.214 -2.560 17.159
C 8.241 -5.696 18.598
H 10.211 -6.731 17.345
H 11.423 -5.388 17.404
H 9.941 -5.179 16.350
H 9.587 -5.054 20.651
H 10.668 -6.280 19.929
H 12.289 -4.684 19.141
H 12.206 -4.354 20.738
H 12.139 -2.227 19.705
H 10.535 -2.586 20.537
H 9.217 -1.157 19.536
H 10.628 -0.442 18.555
H 9.155 -0.939 17.812
H 12.105 -1.877 17.262
H 11.570 -3.567 16.809
H 10.508 -2.272 16.376
H 7.618 -5.038 19.120
H 8.347 -6.721 18.940
H 7.901 -5.899 17.549
H 7.789 -3.045 17.362
C 1.386 -11.305 23.748
C 0.589 -10.001 23.448
C -0.879 -10.187 23.823
C -1.170 -10.097 25.277
C -0.758 -8.811 25.810
C 0.772 -8.523 25.643
N 0.985 -8.745 24.110
O 2.381 -8.401 23.710
C 1.101 -7.070 25.938
C 1.607 -9.446 26.545
C 0.827 -9.770 21.986
H 1.189 -11.859 24.639
H 2.491 -11.035 23.727
H 1.172 -11.982 22.950
H -1.441 -9.459 23.320
H -1.112 -11.119 23.361
H -0.650 -10.994 25.750
H -2.199 -10.388 25.682
H -0.977 -8.836 26.916
H -1.336 -7.879 25.547
H 0.809 -6.723 26.975
H 2.181 -6.887 25.892
H 0.493 -6.378 25.336
H 2.711 -9.211 26.550
H 1.309 -9.327 27.609
H 1.609 -10.494 26.249
H 0.299 -10.552 21.423
H 1.837 -9.925 21.667
H 0.496 -8.817 21.633
H 2.979 -8.868 24.324
C 2.397 -3.659 22.905
C 2.632 -4.793 21.873
C 2.622 -4.071 20.462
C 3.099 -4.992 19.318
C 4.469 -5.653 19.612
C 4.523 -6.368 20.972
N 4.075 -5.394 22.078
O 4.065 -6.105 23.335
C 3.619 -7.648 20.978
C 5.973 -6.778 21.332
C 1.508 -5.793 21.939
H 1.779 -2.925 22.401
H 3.279 -3.184 23.241
H 1.963 -4.153 23.769
H 1.631 -3.719 20.217
H 3.212 -3.134 20.552
H 3.149 -4.318 18.437
H 2.217 -5.755 19.148
H 5.077 -4.776 19.660
H 4.666 -6.252 18.768
H 4.099 -8.443 20.382
H 3.660 -7.970 22.021
H 2.600 -7.546 20.712
H 6.653 -5.948 21.303
H 5.992 -7.204 22.398
H 6.301 -7.577 20.702
H 1.571 -6.458 22.820
H 1.359 -6.385 21.024
H 0.630 -5.205 22.131
H 3.440 -6.837 23.260
*
```

Calculated values
- <S²> = 0.753
- frontier orbital gap (spin up / spin down) (Ha) = 0.31467 / 0.27590
- HOMO energy (spin up / spin down) (eV) = -8.1 / -8.1
- molar mass (g/mol) = 978.74

Löwdin population analysis, charges in e, atoms 1 to 8:
1 Cu 0.74
2 C -0.44
3 O -0.05
4 O -0.18
5 C -0.48
6 F 0.11
7 F 0.10
8 F 0.15